[1]
72
Properties=species:S:1:pos:R:3 method="wB97M-V/def2-TZVPD" total_energy_ev=-54595.7700 orbital_gap_ev=4.46 charge=+1 mol_weight_g_mol=642.75 lumo_ev=-7.05
Tl 0.543 2.605 -2.181
O -0.896 -1.638 0.947
C 0.043 -0.585 0.789
C -0.240 0.142 -0.546
O 0.569 1.229 -0.690
H 1.037 -0.924 0.837
H -0.196 0.101 1.578
H -1.253 0.425 -0.706
H -0.057 -0.343 -1.506
O -1.870 -4.228 0.930
H -1.613 -3.294 1.015
H -2.754 -4.185 0.773
O -1.126 1.976 -3.544
H -1.857 2.476 -3.947
H -1.408 1.066 -3.594
O -1.419 -0.834 -3.954
H -1.551 -1.461 -4.635
H -1.809 -1.282 -3.245
O 2.844 2.432 -1.863
H 3.180 1.506 -1.864
H 3.611 3.039 -1.717
O -2.249 -1.940 -1.296
H -1.555 -1.620 -0.736
H -1.892 -2.794 -1.499
O -3.355 -0.284 1.033
H -3.082 0.596 1.221
H -2.469 -0.626 0.996
O 2.979 -0.366 -1.212
H 2.135 -0.499 -0.806
H 3.525 -1.143 -1.036
O -2.275 2.125 1.645
H -1.473 2.074 2.137
H -2.948 2.494 2.199
O 1.233 0.714 -3.375
H 1.919 0.790 -4.027
H 1.173 -0.176 -2.963
O 0.631 2.407 1.720
H 0.577 1.789 1.013
H 0.081 3.146 1.576
O 1.227 -1.944 -3.326
H 0.405 -2.216 -3.740
H 1.243 -2.322 -2.418
O 1.559 0.114 3.856
H 0.691 -0.306 3.626
H 1.660 0.292 4.805
O 3.216 -2.278 0.997
H 4.090 -2.116 0.593
H 2.606 -2.462 0.262
O -1.288 2.895 -0.892
H -1.739 2.489 -0.145
H -2.054 3.242 -1.379
O 1.225 -2.768 -0.779
H 1.040 -3.694 -0.609
H 0.752 -2.256 -0.158
O 1.278 4.036 -0.557
H 1.249 5.011 -0.519
H 1.958 3.769 0.086
O -3.530 0.806 -1.846
H -4.169 1.210 -1.250
H -3.116 0.138 -1.376
O -1.493 -1.056 3.431
H -1.642 -1.950 3.717
H -1.311 -1.098 2.474
O -0.815 1.792 4.101
H -1.198 2.672 4.167
H 0.033 1.896 3.684
O 0.861 -3.248 2.605
H 0.359 -2.704 1.964
H 0.647 -2.984 3.507
O 3.423 0.326 1.888
H 3.330 -0.342 1.237
H 2.768 0.146 2.529

---

[2]
9
Properties=species:S:1:pos:R:3 method="wB97M-V/def2-TZVPD" total_energy_ev=-10215.8627 orbital_gap_ev="6.92 / 7.05" multiplicity=3 charge=+1 mol_weight_g_mol=167.92 lumo_ev="-4.61 / -8.58"
C -1.517 0.512 -0.228
C -2.683 -0.079 0.052
O -0.431 -0.034 0.480
H -1.245 1.480 -0.639
H -3.580 0.532 -0.052
H -2.806 -1.161 -0.024
Ag 2.439 0.383 0.252
O 0.657 -0.362 -0.397
H -0.836 -0.891 0.913

---

[3]
9
Properties=species:S:1:pos:R:3 method="wB97M-V/def2-TZVPD" total_energy_ev=-7579.1702 orbital_gap_ev=10.49 charge=0 mol_weight_g_mol=73.86 lumo_ev=0.04
B -0.080 -0.188 -1.125
C -0.687 0.226 1.357
C 0.446 0.090 0.645
O -1.703 0.434 1.865
F 1.234 -0.131 -1.592
H -0.707 0.736 -1.394
H -0.455 -1.185 -0.993
H 0.798 -0.947 0.524
H 1.153 0.965 0.714

---

[4]
10
Properties=species:S:1:pos:R:3 method="wB97M-V/def2-TZVPD" total_energy_ev=-12259.3618 orbital_gap_ev="6.61 / 6.66" charge=+2 mol_weight_g_mol=275.97 lumo_ev="-10.73 / -10.75"
O 0.524 0.999 0.177
C 0.818 -0.357 0.015
C -0.392 -1.241 -0.044
O -1.539 -0.837 -0.017
H 1.475 -0.735 0.816
H 1.361 -0.514 -0.933
H -0.184 -2.324 -0.133
Bi -2.363 1.228 -0.088
Li 0.065 2.460 -0.957
H 0.235 1.322 1.164

---

[5]
9
Properties=species:S:1:pos:R:3 method="wB97M-V/def2-TZVPD" total_energy_ev=-143702.8007 orbital_gap_ev=7.51 charge=+1 mol_weight_g_mol=201.87 lumo_ev=-5.32
C -0.206 -0.459 -0.753
C 1.175 0.504 1.441
N -1.297 0.154 -1.178
Br 0.326 0.802 3.019
Br 2.895 -0.038 1.384
H 0.698 -0.529 -1.434
H -0.298 -0.985 0.285
H -1.162 0.601 -2.061
H -2.131 -0.050 -0.703

---

[6]
8
Properties=species:S:1:pos:R:3 method="wB97M-V/def2-TZVPD" total_energy_ev=-84699.5565 orbital_gap_ev="8.25 / 8.84" charge=0 mol_weight_g_mol=143.41 lumo_ev="-0.52 / -0.15"
C -0.047 -1.537 -0.414
C 0.891 0.952 0.383
Cl 1.290 -2.390 0.201
Br 2.697 0.571 -0.080
H -0.409 -1.420 -1.468
H -0.881 -1.783 0.227
H 0.821 1.380 1.396
H 0.465 1.739 -0.224